{"formula": "C2H2ClNO", "method": "wB97M-V/def2-TZVPD", "spin_multiplicity": 1, "relative_energy_kj_mol": 688.0, "total_charge": 0, "max_force_ev_per_a": 2.171, "homo_energy_ev": [-9.4, -9.4], "lumo_ev": [-1.144, -1.143], "orbital_gap_ev": [8.22, 8.22], "species": ["C", "C", "N", "O", "Cl", "H", "H"], "positions_angstrom": [[-0.8233, 0.2370, 0.3385], [-0.5132, -0.1107, -0.9332], [-1.5474, -0.4154, -1.6224], [-1.8766, -0.5977, -0.2239], [2.8975, -0.0862, 0.5435], [-0.3803, -0.0398, 1.2721], [2.2434, 1.0127, 0.6254]]}

***

{"formula": "C2H2ClNO2", "method": "wB97M-V/def2-TZVPD", "spin_multiplicity": 1, "relative_energy_kj_mol": 741.0, "total_charge": 0, "smiles": "C=C=[N+]([O-])OCl", "max_force_ev_per_a": 4.108, "homo_energy_ev": -9.5, "lumo_ev": -0.922, "orbital_gap_ev": 8.62, "species": ["C", "C", "N", "O", "O", "Cl", "H", "H"], "positions_angstrom": [[1.7842, -0.0203, 0.1279], [0.5693, -0.1310, -0.2878], [-0.7031, -0.3737, -0.0688], [-1.2668, -1.4170, -0.0056], [-1.7395, 0.9138, -0.2793], [-3.3821, 0.5722, -0.1541], [2.7176, 0.1275, -0.5686], [2.0205, 0.3285, 1.2364]]}

***

{"formula": "C2H2ClNO2S2", "method": "wB97M-V/def2-TZVPD", "spin_multiplicity": 1, "relative_energy_kj_mol": 405.8, "total_charge": 0, "max_force_ev_per_a": 3.358, "homo_energy_ev": [-9.4, -9.6], "lumo_ev": [-2.653, -2.780], "orbital_gap_ev": [6.71, 6.82], "species": ["C", "C", "N", "O", "O", "S", "S", "Cl", "H", "H"], "positions_angstrom": [[-1.1370, -0.1213, -1.1659], [-0.9904, -0.3320, 0.1504], [1.5586, 0.5722, -0.1644], [1.2495, -1.5716, 0.8799], [0.5928, 0.2820, 2.2980], [-0.0729, 0.2122, -2.4124], [0.6867, -0.2772, 0.9624], [1.9934, 2.0436, 0.2178], [-2.0967, -0.2589, -1.6226], [-1.7840, -0.5489, 0.8569]]}

***

{"formula": "C2H2ClNO3", "method": "wB97M-V/def2-TZVPD", "spin_multiplicity": 1, "relative_energy_kj_mol": 395.4, "total_charge": -2, "max_force_ev_per_a": 2.077, "homo_energy_ev": [0.4, 0.4], "lumo_ev": [4.330, 4.319], "orbital_gap_ev": [3.91, 3.91], "species": ["C", "C", "N", "O", "O", "O", "Cl", "H", "H"], "positions_angstrom": [[0.4195, 2.0120, 0.0302], [0.0457, 0.6286, -0.0767], [1.7884, -2.5012, -0.2169], [0.7950, 3.0043, 0.6144], [2.9158, -2.8603, 0.1652], [-0.0185, 1.5994, -1.1794], [-16.0610, -1.0657, 0.4874], [-0.9317, 0.2966, 0.2578], [0.7781, -0.1657, -0.2108]]}

***

{"formula": "C2H2ClNS", "method": "wB97M-V/def2-TZVPD", "spin_multiplicity": 3, "relative_energy_kj_mol": 48.0, "total_charge": 0, "max_force_ev_per_a": 2.976, "homo_energy_ev": [-8.9, -10.0], "lumo_ev": [0.564, -2.879], "orbital_gap_ev": [9.43, 7.14], "species": ["C", "C", "N", "S", "Cl", "H", "H"], "positions_angstrom": [[-1.1109, -1.4360, 0.7135], [0.3234, -1.4735, 0.7482], [-2.2389, -1.2530, 0.6599], [0.9257, 0.4991, -1.5667], [1.0661, -2.9127, 0.4456], [0.9961, -0.7217, 1.1647], [2.1863, 0.4778, -2.0691]]}

***

{"formula": "C2H2ClO3", "method": "wB97M-V/def2-TZVPD", "spin_multiplicity": 1, "relative_energy_kj_mol": 60.2, "total_charge": -1, "smiles": "O=C([O-])[C@H](O)Cl", "max_force_ev_per_a": 3.919, "homo_energy_ev": -4.3, "lumo_ev": 3.805, "orbital_gap_ev": 8.06, "species": ["O", "C", "O", "C", "O", "Cl", "H", "H"], "positions_angstrom": [[1.5691, -1.4250, 0.4565], [0.3702, -1.5396, 0.3531], [-0.4741, -2.4547, 0.2698], [-0.4460, -0.1403, 0.4403], [0.2396, 1.0437, -0.2028], [-0.7441, 0.1107, 2.2197], [-1.3223, -0.3176, -0.0972], [1.2206, 0.9794, -0.0700]]}

***

{"formula": "C2H2ClO3P", "method": "wB97M-V/def2-TZVPD", "spin_multiplicity": 1, "relative_energy_kj_mol": 293.7, "total_charge": 0, "smiles": "O=[P@@]1(Cl)C=COO1", "max_force_ev_per_a": 7.658, "homo_energy_ev": -9.9, "lumo_ev": 0.280, "orbital_gap_ev": 10.14, "species": ["O", "P", "Cl", "C", "C", "O", "O", "H", "H"], "positions_angstrom": [[1.7514, -0.3135, 1.7768], [1.0820, -0.3216, 0.4619], [2.0805, -1.0109, -1.1308], [-0.6250, -0.7510, 0.0893], [-1.2319, 0.5242, -0.3933], [-0.4619, 1.5776, -0.5118], [0.8438, 1.3150, -0.0678], [-1.1677, -1.4774, 0.5329], [-2.2712, 0.4577, -0.7572]]}

***

{"formula": "C2H2CrFO2", "method": "wB97M-V/def2-TZVPD", "spin_multiplicity": 5, "relative_energy_kj_mol": 0.0, "total_charge": 1, "max_force_ev_per_a": 1.994, "homo_energy_ev": [-14.2, -14.6], "lumo_ev": [-7.282, -7.326], "orbital_gap_ev": [6.96, 7.25], "species": ["O", "C", "C", "O", "H", "F", "Cr", "H"], "positions_angstrom": [[0.7022, -1.0957, -0.0155], [-0.5040, -1.0684, 0.0182], [-1.1127, 0.3465, 0.0246], [-0.3935, 1.3042, 0.0341], [-1.1534, -1.9578, 0.0190], [-2.3950, 0.4205, 0.0123], [1.6365, 0.7927, 0.0228], [3.2200, 1.2578, -0.1155]]}